Record 1
Computed, not measured: C18H21MoN2O4S as an isolated structure, with wB97M-V/def2-TZVPD.

The total charge is +3.

Last column: Mulliken charge in e.
CARTESIAN COORDINATES (ANGSTROEM)
Mo (0.95666, -0.69537, -0.50943)  0.3120
C (2.86098, 0.59782, -2.35869)  -0.8527
N (1.35940, 0.49873, -2.22565)  -0.3716
C (0.72189, 1.83398, -2.43510)  -1.0162
C (0.81137, -0.53198, -3.19541)  -0.8401
C (1.08746, -1.96152, -2.74610)  1.3497
C (1.36972, -2.94359, -3.67959)  -1.0309
C (1.51294, -4.27331, -3.28611)  -0.6180
C (1.39957, -4.67326, -1.94644)  -0.7241
C (1.14496, -3.73780, -0.97274)  -0.5000
C (1.00381, -2.39905, -1.38592)  1.7073
H (3.08030, 0.97743, -3.35767)  0.4100
H (3.31634, -0.38554, -2.23573)  0.4249
H (3.23900, 1.28655, -1.60692)  0.3416
H (0.92153, 2.15336, -3.45883)  0.3571
H (1.16621, 2.54482, -1.74194)  0.3854
H (-0.35089, 1.75272, -2.27532)  0.3586
H (1.25641, -0.32984, -4.17161)  0.6290
H (-0.26640, -0.36641, -3.27275)  0.3581
H (1.45717, -2.67713, -4.72684)  0.5154
H (1.71671, -5.02152, -4.04299)  0.4617
H (1.51955, -5.71584, -1.68168)  0.4878
H (1.06660, -4.01448, 0.06985)  0.5432
C (-3.49525, 4.19037, 3.86180)  -1.4104
C (-2.94692, 3.01996, 3.12047)  0.7726
C (-1.61864, 3.02591, 2.64557)  -1.1085
C (-1.09926, 1.95110, 1.97548)  -0.3099
C (-1.92306, 0.82339, 1.77218)  0.6602
C (-3.26144, 0.79181, 2.23327)  -0.4322
C (-3.74876, 1.89200, 2.89697)  -0.8089
S (-1.38791, -0.55342, 0.99105)  1.4866
O (-2.24574, -1.66881, 1.06428)  -0.5678
O (-0.92184, -0.27488, -0.52949)  -0.5451
N (0.19455, -0.88016, 1.28125)  -0.2733
C (0.97931, -0.99554, 2.50319)  -0.2769
C (2.41296, -0.75491, 2.07895)  0.2981
O (3.39097, -0.54516, 2.64989)  -0.2711
O (2.41271, -0.79175, 0.55287)  -0.5462
H (-2.78339, 5.00859, 3.92671)  0.3766
H (-3.77656, 3.88710, 4.87315)  0.3769
H (-4.40504, 4.54418, 3.37238)  0.3916
H (-1.00376, 3.89783, 2.82559)  0.3740
H (-0.07093, 1.98039, 1.63122)  0.3406
H (-3.88054, -0.08017, 2.07463)  0.5306
H (-4.76836, 1.88469, 3.26025)  0.4728
H (0.89859, -2.00461, 2.91685)  0.3814
H (0.69703, -0.26664, 3.26512)  0.4000

=====

Record 2
Computed, not measured: C18H21N3O2 as an isolated structure, with wB97M-V/def2-TZVPD.

Last column: Mulliken charge in e.
CARTESIAN COORDINATES (ANGSTROEM)
C (5.68842, 0.93362, -0.51757)  -1.6329
C (4.96292, 0.44029, 0.57971)  0.2673
C (4.58939, -0.93772, 0.46159)  -1.0011
C (3.46081, -1.38179, -0.62910)  -1.4287
N (2.15609, -0.86915, -0.51575)  0.2628
C (1.23200, -1.32307, 0.58233)  -0.1334
O (1.43916, -2.38748, 1.30633)  -0.6713
C (-0.04204, -0.46589, 0.62584)  0.6113
N (0.02885, 0.96195, 0.40833)  0.2559
C (0.91216, 1.41613, -0.45706)  0.8859
O (0.81988, 2.83894, -0.72789)  -0.7533
C (1.67719, 0.55853, -1.25381)  -0.7777
H (1.28443, -0.02140, -2.18874)  0.2726
H (2.70843, 1.08342, -1.41003)  0.3929
C (-1.02832, 1.70312, 0.90914)  -1.3154
C (-2.35852, 1.00651, 0.76957)  0.1550
C (-2.33323, -0.38563, 0.17722)  0.1221
C (-3.78669, -0.53788, -0.04030)  0.1185
C (-4.35171, -1.46494, -0.69636)  -0.1709
C (-5.85564, -1.43106, -0.61244)  -0.7133
C (-6.55396, -0.32989, -0.42138)  -0.5184
C (-5.95327, 0.86046, 0.33428)  -1.1179
C (-4.45941, 0.79291, 0.33665)  0.1361
N (-3.60294, 1.63658, 0.91707)  -0.1682
H (-3.75033, 2.68066, 0.83913)  0.3701
H (-6.27812, 1.67888, 0.47754)  0.6945
H (-7.57209, -0.47578, -0.42596)  0.4468
H (-6.35566, -2.14781, -1.15438)  0.4326
H (-4.01486, -2.50176, -0.83085)  0.3236
C (-1.13204, -1.12413, -0.01980)  -1.3012
H (-1.34172, -2.00194, 0.17417)  0.9210
H (-0.92214, -1.12736, -1.27724)  0.1182
H (-0.89454, 1.83240, 2.14991)  0.2202
H (-0.96556, 2.59691, 0.58864)  0.8341
H (-0.31379, -0.68427, 1.81054)  0.1238
H (3.26587, -2.22570, -0.56027)  0.8106
H (3.79525, -1.04938, -1.75952)  0.3675
H (5.32541, -1.60144, 0.56459)  0.7505
H (3.99083, -1.31041, 1.45714)  0.2376
H (3.79108, 1.18480, 0.77418)  0.0056
H (5.47333, 0.51678, 1.65526)  0.3089
H (6.41066, 0.41980, -0.45222)  0.7116
H (5.81495, 1.93412, -0.43793)  0.3294
H (5.03945, 0.70909, -1.51059)  0.2166

=====

Record 3
Computed, not measured: one molecule with the formula C18H21N3O2, with wB97M-V/def2-TZVPD.

As for the SMILES: CCCOc1ccc(CCC(=O)N/N=C/c2ccncc2)cc1.

Last column: Mulliken charge in e.
CARTESIAN COORDINATES (ANGSTROEM)
C (-4.50167, -1.98175, 0.85699)  -1.4351
C (-3.53306, -1.53823, -0.23040)  -0.1543
C (-2.08411, -1.71763, 0.20909)  -0.6935
O (-1.25335, -1.26015, -0.83820)  -0.3132
C (0.09288, -1.26707, -0.66202)  0.5243
C (0.75901, -1.77745, 0.44682)  -0.3827
C (2.13936, -1.68957, 0.52550)  -0.8278
C (2.88552, -1.09407, -0.48008)  0.5184
C (4.36317, -0.84675, -0.32537)  -1.1505
C (4.61738, 0.38495, 0.58146)  -0.6249
C (3.49982, 1.37795, 0.31837)  0.4860
O (3.47833, 2.13429, -0.62320)  -0.5869
N (2.47883, 1.27172, 1.23644)  0.0557
N (1.16339, 1.53039, 1.09194)  -0.5296
C (0.65547, 2.05033, 0.04671)  -0.9227
C (-0.79055, 2.13687, -0.05204)  1.1442
C (-1.39360, 2.47782, -1.26255)  -0.4238
C (-2.77602, 2.48764, -1.33601)  -0.4617
N (-3.56398, 2.19888, -0.31425)  -0.6383
C (-2.99320, 1.88776, 0.83995)  -0.5141
C (-1.62501, 1.83849, 1.02786)  -0.1236
C (2.21327, -0.61918, -1.60265)  -0.1538
C (0.84237, -0.70719, -1.69807)  -0.6556
H (-4.35154, -1.39815, 1.76239)  0.3085
H (-4.35669, -3.03301, 1.09740)  0.3705
H (-5.52668, -1.84213, 0.52529)  0.4047
H (-3.69536, -2.11907, -1.13951)  0.3502
H (-3.69716, -0.48715, -0.47098)  0.0834
H (-1.88318, -2.77823, 0.41871)  0.5080
H (-1.89196, -1.13487, 1.12114)  0.3315
H (0.21576, -2.23440, 1.25879)  0.4366
H (2.63961, -2.08473, 1.39947)  0.4272
H (4.86220, -1.71659, 0.10520)  0.3904
H (4.79339, -0.65216, -1.30791)  0.3219
H (5.57555, 0.83742, 0.32851)  0.3850
H (4.62859, 0.08892, 1.63062)  0.2694
H (2.63637, 0.68936, 2.04962)  0.3161
H (1.23096, 2.38194, -0.81419)  0.5219
H (-0.79179, 2.71596, -2.12633)  0.4408
H (-3.28386, 2.73614, -2.25906)  0.3813
H (-3.67791, 1.66165, 1.64787)  0.4241
H (-1.19070, 1.57614, 1.97890)  0.4394
H (2.77317, -0.15518, -2.40116)  0.3133
H (0.31693, -0.32994, -2.56107)  0.4393

=====

Record 4
Computed, not measured: one molecule with the formula C18H21N3S, with wB97M-V/def2-TZVPD.

As for the SMILES: S=C(Nc1ccccc1)N1CCN(Cc2ccccc2)CC1.

Last column: Mulliken charge in e.
CARTESIAN COORDINATES (ANGSTROEM)
S (-3.10150, -2.38059, 0.21130)  -0.4282
C (-2.16387, -1.05589, -0.12029)  0.5069
N (-2.65266, 0.22107, -0.06726)  -0.0411
C (-3.98571, 0.63708, -0.01521)  0.6247
C (-5.01628, -0.06024, -0.63665)  -0.2252
C (-6.30821, 0.42776, -0.57968)  -0.6766
C (-6.58898, 1.61377, 0.07692)  -0.4600
C (-5.56076, 2.32234, 0.67535)  -0.5662
C (-4.26735, 1.84030, 0.62907)  -0.5366
N (-0.85779, -1.18623, -0.45393)  0.0436
C (-0.12728, -2.40465, -0.17662)  -0.9211
C (0.86036, -2.14079, 0.97215)  -0.9240
N (1.76487, -1.03771, 0.71399)  0.0391
C (2.86731, -1.34948, -0.18185)  -0.6313
C (3.91129, -0.26544, -0.12729)  0.2377
C (4.38947, 0.16656, 1.10430)  -0.1930
C (5.34789, 1.16012, 1.17451)  -0.5981
C (5.84348, 1.73149, 0.01350)  -0.3748
C (5.37276, 1.30646, -1.21609)  -0.6023
C (4.40841, 0.31500, -1.28522)  -0.3663
C (1.02274, 0.15097, 0.34641)  -0.6879
C (0.03746, -0.10643, -0.80991)  -1.0124
H (-1.99686, 0.94321, 0.19872)  0.1594
H (-4.80788, -0.97988, -1.15677)  0.4151
H (-7.10185, -0.12477, -1.05990)  0.3604
H (-7.60085, 1.98742, 0.11800)  0.3711
H (-5.76516, 3.25366, 1.18283)  0.3573
H (-3.46552, 2.39597, 1.09779)  0.3072
H (-0.83735, -3.18388, 0.10038)  0.4473
H (0.40600, -2.71378, -1.08113)  0.3147
H (1.44199, -3.04071, 1.17620)  0.4695
H (0.28588, -1.89093, 1.87057)  0.3672
H (2.55433, -1.50441, -1.22735)  0.3076
H (3.31182, -2.28565, 0.17164)  0.4350
H (3.99319, -0.28123, 2.00280)  0.4000
H (5.71279, 1.48937, 2.13634)  0.3796
H (6.59411, 2.50600, 0.06764)  0.3797
H (5.75406, 1.74874, -2.12482)  0.3815
H (4.04330, -0.01143, -2.24946)  0.3385
H (1.72789, 0.93821, 0.07350)  0.4094
H (0.46360, 0.47486, 1.23141)  0.3987
H (-0.50736, 0.79786, -1.07900)  0.4774
H (0.59820, -0.42413, -1.69688)  0.3169

=====

Record 5
Computed, not measured: a 2-piece molecular cluster, C18H21N4O5S overall, with wB97M-V/def2-TZVPD.

The total charge is -1.

Last column: Mulliken charge in e.
CARTESIAN COORDINATES (ANGSTROEM)
C (-0.52156, 3.49321, -2.47700)  -0.3255
C (-0.40722, 1.84663, -2.46647)  -0.1427
N (-0.48787, 1.63041, -0.95779)  0.3704
C (-0.47009, 0.22749, -0.38628)  -0.7196
C (1.02075, -0.32865, 0.00430)  -0.0619
C (1.67650, -1.38355, -1.06487)  -0.5855
C (3.04084, -2.14175, -0.52825)  -0.6464
C (4.03691, -1.19258, 0.36800)  -0.5099
C (3.63994, -1.25918, 1.95748)  -0.5929
C (4.88938, -1.04061, 2.99694)  -0.5235
S (4.08777, -0.53113, 4.65533)  -0.1226
C (2.50933, -1.53833, 4.88043)  0.3027
N (1.11216, -1.36167, 4.32867)  -0.0966
N (0.31700, -2.40762, 4.84996)  -0.3504
C (1.15354, -3.31092, 5.75436)  0.0311
O (2.50749, -2.72723, 5.76031)  -0.2424
C (-0.58819, 2.86942, -0.09145)  -0.1422
N (-0.60167, 4.04468, -1.06383)  -0.1095
H (-0.53660, 4.12128, -3.48055)  0.3291
H (-0.30308, 1.06696, -3.33271)  0.3340
H (-1.09723, 0.25957, 0.62950)  0.3647
H (-0.97134, -0.49888, -1.15489)  0.2479
H (0.90587, -0.92542, 1.03144)  0.0562
H (1.78547, 0.55273, 0.24211)  0.1600
H (0.85938, -2.23783, -1.23054)  0.2915
H (1.87374, -0.84746, -2.09087)  0.2434
H (2.82487, -3.11337, 0.08766)  0.3283
H (3.64184, -2.46938, -1.49394)  0.3014
H (5.13052, -1.63440, 0.25983)  0.3460
H (4.09913, -0.08713, -0.06992)  0.2800
H (3.01050, -2.23383, 2.13710)  0.3311
H (2.88844, -0.35127, 2.14796)  0.2373
H (5.58186, -0.16564, 2.64075)  0.3425
H (5.43574, -2.07406, 3.12723)  0.3225
H (0.83391, -4.27189, 6.36233)  0.3167
H (-0.63324, 2.94796, 1.09088)  0.3440
H (-0.67647, 5.05528, -0.80946)  0.2472
C (-6.23588, 0.61941, -3.45506)  -0.7229
C (-5.27071, -0.31571, -3.47949)  0.3244
C (-4.04801, 0.05420, -2.64525)  0.3292
O (-3.07594, -0.68667, -2.46728)  -0.7028
C (-4.01288, 1.39573, -2.00543)  -0.6367
C (-4.97335, 2.33676, -1.99196)  0.5678
C (-6.23896, 1.92184, -2.73752)  0.4707
O (-7.27010, 2.59939, -2.79008)  -0.7164
O (-4.94255, 3.48214, -1.44529)  -0.8437
O (-5.27116, -1.42731, -4.09227)  -0.8325
H (-7.14979, 0.44113, -4.01068)  0.3531
H (-3.07899, 1.59721, -1.49344)  0.4532

=====

The orbital gap results, record by record, are as follows: 5.60 8.07 8.48 8.43 2.68 eV.
The electronic energy results, record by record, are as follows: -42836.307 -27558.070 -27571.463 -34312.483 -46025.448 eV.